C35H39O10 | ωB97M-V/def2-TZVPD

Each atom is followed by the atoms it is bonded to, with distances in Å.
CARTESIAN COORDINATES (ANGSTROEM)
1 O -4.265 4.359 0.196  C15 1.223
2 O -4.250 6.102 3.694  C43 1.223
3 O -4.072 -1.425 -8.818  C24 1.223
4 O 3.180 -2.415 0.486  C34 1.471, C37 1.473
5 O 5.610 -6.735 1.120  C26 1.223
6 O 0.955 5.044 3.924  C20 1.223
7 O 2.258 -1.731 -1.679  C25 1.498, C37 1.478
8 O -9.471 5.416 -0.034  C13 1.223
9 O -3.270 -3.327 -3.918  C39 1.223
10 O 5.223 -4.565 -3.718  C28 1.223
11 C 4.620 -4.474 -1.442  C21 1.337, C28 1.476, H77 1.083
12 C -3.214 -1.054 -6.655  C22 1.337, C24 1.476, H65 1.083
13 C -8.273 5.172 0.019  O8 1.223, C17 1.476, C40 1.476
14 C 6.117 -6.280 -2.371  C28 1.476, C29 1.337, H72 1.083
15 C -5.463 4.603 0.143  O1 1.223, C16 1.476, C31 1.476
16 C -6.356 3.863 -0.771  C15 1.476, C17 1.337, H68 1.083
17 C -7.665 4.128 -0.828  C13 1.476, C16 1.337, H78 1.083
18 C 4.413 -0.993 2.286  C34 1.642, C36 1.639, C45 1.653, H58 1.186
19 C -2.444 4.814 2.900  C23 1.337, C43 1.476, H57 1.083
20 C -0.242 5.289 3.870  O6 1.223, C23 1.476, C27 1.476
21 C 4.717 -5.020 -0.226  C11 1.337, C26 1.476, H64 1.083
22 C -3.012 -1.533 -5.424  C12 1.337, C39 1.476, H76 1.083
23 C -1.136 4.549 2.957  C19 1.337, C20 1.476, H69 1.083
24 C -3.888 -1.862 -7.690  O3 1.223, C12 1.476, C44 1.476
25 C 0.940 -1.498 -2.351  O7 1.498, C32 1.641, H50 1.172, H51 1.193
26 C 5.521 -6.237 0.007  O5 1.223, C21 1.476, C29 1.476
27 C -0.850 6.333 4.718  C20 1.476, C41 1.337, H81 1.083
28 C 5.313 -5.064 -2.605  O10 1.223, C11 1.476, C14 1.476
29 C 6.213 -6.827 -1.156  C14 1.337, C26 1.476, H73 1.083
30 C 2.090 2.110 2.786  C35 1.672, H52 1.171, H82 1.188, H84 1.179
31 C -6.071 5.647 0.990  C15 1.476, C40 1.337, H60 1.083
32 C 0.071 -2.871 -2.584  C25 1.641, C33 1.670, H66 1.183, H79 1.190
33 C -1.155 -3.076 -1.470  C32 1.670, H56 1.193, H59 1.192, H75 1.172
34 C 3.624 -1.060 0.846  O4 1.471, C18 1.642, H48 1.183, H74 1.185
35 C 2.795 0.830 3.597  C30 1.672, C38 1.650, C45 1.651, H80 1.192
36 C 3.989 -2.154 3.362  C18 1.639, H47 1.193, H62 1.170, H71 1.188
37 C 1.981 -2.359 -0.369  O4 1.473, O7 1.478, H70 1.194
38 C 2.992 1.184 5.197  C35 1.650, H61 1.191, H67 1.170, H83 1.183
39 C -3.454 -2.889 -5.046  O9 1.223, C22 1.476, C42 1.476
40 C -7.380 5.912 0.933  C13 1.476, C31 1.337, H49 1.083
41 C -2.159 6.598 4.661  C27 1.337, C43 1.476, H55 1.083
42 C -4.128 -3.698 -6.081  C39 1.476, C44 1.337, H63 1.083
43 C -3.053 5.858 3.747  O2 1.223, C19 1.476, C41 1.476
44 C -4.331 -3.218 -7.312  C24 1.476, C42 1.337, H46 1.083
45 C 4.238 0.553 2.844  C18 1.653, C35 1.651, H53 1.194, H54 1.194
46 H -4.824 -3.798 -8.083  C44 1.083
47 H 3.908 -3.237 2.868  C36 1.193
48 H 4.351 -0.670 -0.002  C34 1.183
49 H -7.842 6.674 1.548  C40 1.083
50 H 0.325 -0.654 -1.819  C25 1.172
51 H 1.227 -1.068 -3.427  C25 1.193
52 H 1.147 2.520 3.346  C30 1.171
53 H 4.265 1.244 1.871  C45 1.194
54 H 5.174 0.918 3.489  C45 1.194
55 H -2.621 7.360 5.276  C41 1.083
56 H -0.800 -4.001 -0.804  C33 1.193
57 H -3.113 4.279 2.235  C19 1.083
58 H 5.564 -1.143 2.041  C18 1.186
59 H -1.124 -2.102 -0.784  C33 1.192
60 H -5.402 6.181 1.654  C31 1.083
61 H 2.689 0.262 5.887  C38 1.191
62 H 2.971 -1.978 3.913  C36 1.170
63 H -4.447 -4.691 -5.788  C42 1.083
64 H 4.215 -4.601 0.637  C21 1.083
65 H -2.896 -0.060 -6.947  C12 1.083
66 H 0.835 -3.774 -2.548  C32 1.183
67 H 4.127 1.405 5.378  C38 1.170
68 H -5.894 3.101 -1.386  C16 1.083
69 H -0.673 3.787 2.342  C23 1.083
70 H 1.168 -1.638 0.124  C37 1.194
71 H 4.827 -2.233 4.201  C36 1.188
72 H 6.619 -6.700 -3.235  C14 1.083
73 H 6.798 -7.719 -0.969  C29 1.083
74 H 2.751 -0.261 0.907  C34 1.185
75 H -2.201 -3.255 -1.966  C33 1.172
76 H -2.518 -0.953 -4.653  C22 1.083
77 H 4.035 -3.581 -1.629  C11 1.083
78 H -8.334 3.593 -1.492  C17 1.083
79 H -0.484 -2.824 -3.635  C32 1.190
80 H 2.020 -0.067 3.467  C35 1.192
81 H -0.182 6.867 5.382  C27 1.083
82 H 2.942 2.935 2.735  C30 1.188
83 H 2.285 2.098 5.452  C38 1.183
84 H 1.851 1.784 1.678  C30 1.179

The charge is -1. Its multiplicity is 1.

Löwdin population analysis, charges in e, atoms 1 to 8: 0.093 0.078 0.077 -0.271 0.077 0.094 -0.278 0.093



C24H69N3O15 | ωB97M-V/def2-TZVPD

Each atom is followed by the atoms it is bonded to, with distances in Å.
CARTESIAN COORDINATES (ANGSTROEM)
1 O -0.731 2.758 4.467  C24 1.467, C42 1.508
2 O 3.652 -1.353 2.375  C34 1.331, H66 0.960
3 O -2.251 -4.605 -2.074  C41 1.432, H46 0.960
4 O -0.306 -0.460 1.000  C31 1.403, H96 0.960
5 O -2.664 0.302 2.939  C32 1.381, H101 0.960
6 O 7.809 0.427 -0.423  C28 1.390, H95 0.960
7 O 5.872 -1.980 -0.227  C38 1.482, H59 0.960
8 O 0.855 0.289 -4.634  C20 1.432, H43 0.960
9 O 2.360 -6.422 -0.124  C27 1.335, C35 1.474
10 O 0.047 -0.253 -1.844  C29 1.392, H52 0.960
11 O 2.536 -2.549 4.971  C36 1.394, H80 0.960
12 O -1.981 -2.435 -0.131  C26 1.411, H76 0.960
13 O -4.200 4.420 -3.318  C19 1.370, C33 1.426
14 O 1.019 1.267 -7.673  C40 1.447, H87 0.960
15 O -2.453 -2.126 5.582  C23 1.466, H107 0.960
16 N 1.419 -3.463 -2.329  C21 1.457, H64 1.010, H73 1.010
17 N -2.254 4.862 2.925  C25 1.447, H56 1.010, H103 1.010
18 N -1.554 3.836 -4.255  C22 1.448, H65 1.010, H79 1.010
19 C -5.305 5.093 -2.871  O13 1.370, H54 1.090, H70 1.090, H89 1.090
20 C -0.174 0.786 -5.497  O8 1.432, C40 1.525, H55 1.090, H93 1.090
21 C 2.103 -4.724 -2.076  N16 1.457, C35 1.530, C37 1.529, H68 1.090
22 C -2.090 3.366 -2.995  N18 1.448, C33 1.454, C39 1.495, H84 1.090
23 C -2.956 -1.375 4.428  O15 1.466, C32 1.511, H60 1.090, H92 1.090
24 C 0.288 3.549 3.768  O1 1.467, H47 1.090, H90 1.090, H111 1.090
25 C -2.424 4.834 4.362  N17 1.447, C30 1.557, C42 1.538, H86 1.090
26 C -2.816 -2.390 -1.268  O12 1.411, C41 1.529, H75 1.090, H100 1.090
27 C 2.509 -6.438 1.202  O9 1.335, H98 1.090, H102 1.090, H105 1.090
28 C 6.567 0.329 0.195  O6 1.390, C38 1.592, H85 1.090, H97 1.090
29 C 0.765 0.441 -0.874  O10 1.392, C31 1.524, H50 1.090, H71 1.090
30 C -3.925 5.168 4.599  C25 1.557, H57 1.090, H74 1.090, H110 1.090
31 C 0.119 0.766 0.467  O4 1.403, C29 1.524, H69 1.090, H91 1.090
32 C -1.981 -0.318 3.966  O5 1.381, C23 1.511, H78 1.090, H88 1.090
33 C -3.217 4.030 -2.361  O13 1.426, C22 1.454, H83 1.090, H94 1.090
34 C 2.463 -1.302 2.971  O2 1.331, C36 1.505, H44 1.090, H63 1.090
35 C 1.896 -5.109 -0.610  O9 1.474, C21 1.530, H81 1.090, H99 1.090
36 C 2.121 -2.605 3.641  O11 1.394, C34 1.505, H77 1.090, H106 1.090
37 C 3.545 -4.303 -2.364  C21 1.529, H61 1.090, H67 1.090, H82 1.090
38 C 5.497 -0.583 -0.552  O7 1.482, C28 1.592, H45 1.090, H58 1.090
39 C -0.959 2.999 -2.087  C22 1.495, H49 1.090, H104 1.090, H109 1.090
40 C 0.200 0.350 -6.910  O14 1.447, C20 1.525, H72 1.090, H108 1.090
41 C -2.459 -3.249 -2.481  O3 1.432, C26 1.529, H51 1.090, H62 1.090
42 C -2.013 3.441 4.868  O1 1.508, C25 1.538, H48 1.090, H53 1.090
43 H 0.400 0.129 -3.804  O8 0.960
44 H 2.385 -0.374 3.538  C34 1.090
45 H 4.483 -0.460 -0.173  C38 1.090
46 H -3.037 -4.707 -1.532  O3 0.960
47 H 1.222 3.030 3.981  C24 1.090
48 H -2.809 2.709 4.724  C42 1.090
49 H -0.755 3.784 -1.359  C39 1.090
50 H 1.048 1.406 -1.296  C29 1.090
51 H -1.564 -2.781 -2.890  C41 1.090
52 H -0.086 -1.151 -1.531  O10 0.960
53 H -1.828 3.406 5.942  C42 1.090
54 H -5.894 4.477 -2.191  C19 1.090
55 H -1.118 0.403 -5.109  C20 1.090
56 H -1.782 4.020 2.627  N17 1.010
57 H -4.138 4.877 5.628  C30 1.090
58 H 5.619 -0.478 -1.630  C38 1.090
59 H 5.255 -2.432 0.353  O7 0.960
60 H -3.762 -0.940 5.020  C23 1.090
61 H 3.780 -3.370 -1.852  C37 1.090
62 H -3.151 -3.212 -3.323  C41 1.090
63 H 1.757 -1.232 2.143  C34 1.090
64 H 1.525 -3.080 -3.258  N16 1.010
65 H -1.924 4.717 -4.581  N18 1.010
66 H 4.327 -1.246 3.049  O2 0.960
67 H 4.340 -4.761 -1.776  C37 1.090
68 H 1.795 -5.565 -2.697  C21 1.090
69 H 0.775 1.293 1.160  C31 1.090
70 H -5.912 5.406 -3.720  C19 1.090
71 H 1.708 -0.073 -0.685  C29 1.090
72 H 0.662 -0.636 -6.867  C40 1.090
73 H 0.450 -3.746 -2.360  N16 1.010
74 H -4.090 6.233 4.432  C30 1.090
75 H -3.809 -2.758 -1.007  C26 1.090
76 H -1.885 -3.375 0.039  O12 0.960
77 H 1.052 -2.793 3.748  C36 1.090
78 H -1.756 0.362 4.787  C32 1.090
79 H -1.836 3.138 -4.929  N18 1.010
80 H 3.478 -2.369 5.011  O11 0.960
81 H 2.453 -4.336 -0.081  C35 1.090
82 H 3.818 -4.284 -3.419  C37 1.090
83 H -2.900 4.776 -1.632  C33 1.090
84 H -2.582 2.469 -3.371  C22 1.090
85 H 6.641 0.070 1.251  C28 1.090
86 H -1.872 5.583 4.930  C25 1.090
87 H 1.224 0.769 -8.467  O14 0.960
88 H -0.993 -0.741 3.779  C32 1.090
89 H -5.197 6.061 -2.382  C19 1.090
90 H 0.221 3.608 2.682  C24 1.090
91 H -0.799 1.336 0.326  C31 1.090
92 H -3.246 -2.043 3.617  C23 1.090
93 H -0.339 1.861 -5.440  C20 1.090
94 H -3.644 3.271 -1.705  C33 1.090
95 H 8.208 -0.428 -0.601  O6 0.960
96 H -0.779 -0.856 0.265  O4 0.960
97 H 6.222 1.352 0.343  C28 1.090
98 H 2.143 -7.364 1.646  C27 1.090
99 H 0.858 -5.023 -0.289  C35 1.090
100 H -3.097 -1.374 -1.544  C26 1.090
101 H -2.023 0.540 2.265  O5 0.960
102 H 2.064 -5.587 1.717  C27 1.090
103 H -3.169 4.764 2.509  N17 1.010
104 H 0.029 2.846 -2.521  C39 1.090
105 H 3.575 -6.328 1.403  C27 1.090
106 H 2.597 -3.460 3.160  C36 1.090
107 H -3.094 -2.066 6.294  O15 0.960
108 H -0.627 0.225 -7.610  C40 1.090
109 H -1.373 2.086 -1.660  C39 1.090
110 H -4.645 4.608 4.003  C30 1.090
111 H 0.475 4.543 4.175  C24 1.090

Its multiplicity is 1. The structure (SMILES) is COC[C@H](C)N.COC[C@H](C)N.COC[C@H](C)N.OCCO.OCCO.OCCO.OCCO.OCCO.OCCO.

Löwdin population analysis, charges in e, atoms 1 to 8: -0.211 -0.041 -0.054 -0.082 -0.050 -0.054 -0.118 -0.070



Calculated E, -57390.9823 -61179.8534 eV (same order as the records).
Calculated ΔE to the lowest compared entry with this formula, charge and spin, 4.4575 5.5607 eV (same order as the records).
Calculated Kohn-Sham gap, 1.30 9.37 eV (same order as the records).